# 1
{"formula": "C65H144N8O7", "method": "the ωB97M-V functional and the def2-TZVPD basis", "symbols": ["C", "C", "O", "N", "H", "H", "C", "H", "H", "H", "H", "H", "H", "C", "C", "C", "N", "C", "C", "C", "C", "C", "C", "H", "H", "H", "H", "H", "H", "H", "H", "H", "H", "H", "H", "H", "H", "H", "H", "H", "H", "H", "H", "C", "C", "C", "N", "C", "C", "C", "C", "C", "C", "H", "H", "H", "H", "H", "H", "H", "H", "H", "H", "H", "H", "H", "H", "H", "H", "H", "H", "H", "H", "C", "C", "C", "N", "C", "C", "C", "C", "C", "C", "H", "H", "H", "H", "H", "H", "H", "H", "H", "H", "H", "H", "H", "H", "H", "H", "H", "H", "H", "H", "C", "C", "C", "N", "C", "C", "C", "C", "C", "C", "H", "H", "H", "H", "H", "H", "H", "H", "H", "H", "H", "H", "H", "H", "H", "H", "H", "H", "H", "H", "C", "C", "C", "N", "C", "C", "C", "C", "C", "H", "H", "H", "H", "H", "H", "H", "H", "H", "H", "H", "H", "H", "H", "H", "H", "H", "H", "C", "C", "C", "N", "C", "C", "C", "C", "C", "H", "H", "H", "H", "H", "H", "H", "H", "H", "H", "H", "H", "H", "H", "H", "H", "H", "H", "C", "C", "C", "N", "C", "C", "C", "C", "C", "H", "H", "H", "H", "H", "H", "H", "H", "H", "H", "H", "H", "H", "H", "H", "H", "H", "H", "O", "C", "O", "O", "H", "O", "C", "O", "O", "H"], "coordinates": [[11.1532, 19.9995, 16.2998], [12.5930, 19.6419, 16.7142], [13.4952, 19.5273, 15.9226], [12.8685, 19.6207, 18.0423], [12.0605, 19.8621, 18.5897], [13.2177, 18.4708, 18.8205], [13.9589, 20.4664, 18.5406], [10.7687, 19.8090, 15.3071], [11.1435, 21.0962, 16.4364], [10.3226, 19.6954, 16.9192], [14.8004, 20.2214, 17.8881], [14.2583, 20.1717, 19.5461], [13.6974, 21.5200, 18.5625], [16.9215, 9.4540, 8.8205], [18.0809, 9.9114, 9.6940], [17.8902, 11.3886, 9.7637], [18.9509, 12.1439, 10.5227], [20.3156, 11.7460, 9.9306], [21.3780, 12.6070, 10.5909], [21.1780, 14.0561, 10.2885], [19.8268, 14.4744, 10.9256], [18.7326, 13.6446, 10.3112], [18.8215, 11.7348, 11.9820], [16.9969, 8.3735, 8.6782], [16.9621, 9.8637, 7.8134], [15.9307, 9.6101, 9.2565], [18.9790, 9.6488, 9.1385], [18.1084, 9.4690, 10.7022], [16.9232, 11.6959, 10.1973], [17.9612, 11.7917, 8.7651], [20.2633, 11.8970, 8.8524], [20.4642, 10.6905, 10.0835], [22.3710, 12.3586, 10.2469], [21.3865, 12.3775, 11.6630], [21.0868, 14.2714, 9.2324], [21.9155, 14.7011, 10.7434], [19.5701, 15.5436, 10.9684], [19.8506, 14.1681, 11.9834], [18.6873, 13.8527, 9.2624], [17.7531, 13.9194, 10.6744], [19.5154, 12.3292, 12.5513], [19.1578, 10.7065, 12.0590], [17.7844, 11.9166, 12.2217], [19.1643, 8.4583, 17.8309], [19.6413, 9.1319, 19.0853], [18.4285, 9.7109, 19.8119], [18.8537, 10.5561, 20.9850], [19.5312, 11.8552, 20.5523], [18.5934, 12.7761, 19.7718], [17.2973, 13.0688, 20.6170], [16.6067, 11.7914, 21.0551], [17.5661, 10.9460, 21.8146], [19.7320, 9.7243, 21.8744], [18.5702, 9.1246, 17.1990], [18.4896, 7.6780, 18.1511], [20.0177, 8.0771, 17.3019], [20.3669, 9.8951, 18.8299], [20.1141, 8.4102, 19.7322], [17.8603, 8.9298, 20.2997], [17.8347, 10.2747, 19.0997], [20.3701, 11.5089, 19.9586], [19.9948, 12.2859, 21.4477], [18.3056, 12.3848, 18.7896], [19.1766, 13.6969, 19.6479], [16.6058, 13.6718, 20.0115], [17.5670, 13.6835, 21.4890], [16.1500, 11.3079, 20.1886], [15.8079, 11.9674, 21.7761], [17.1128, 9.9821, 22.0421], [17.8689, 11.4410, 22.7338], [19.1643, 8.8615, 22.2113], [19.9152, 10.3484, 22.7386], [20.7148, 9.4100, 21.5050], [14.1811, 12.6625, 18.4386], [12.8905, 12.9059, 17.5611], [12.4589, 14.3281, 17.7818], [11.4496, 14.8097, 16.7191], [10.1250, 13.9072, 16.6775], [9.3929, 14.0797, 17.9946], [9.0456, 15.5677, 18.1725], [10.3448, 16.4619, 18.2964], [11.1634, 16.3190, 17.0522], [11.9958, 14.7960, 15.2983], [13.9609, 12.9874, 19.4328], [14.9934, 13.2574, 18.0115], [14.5183, 11.6351, 18.3750], [12.0522, 12.2518, 17.7879], [13.1232, 12.7813, 16.5038], [13.3281, 14.9839, 17.7272], [11.9228, 14.4527, 18.7007], [10.4046, 12.8612, 16.4959], [9.5475, 14.1894, 15.7973], [10.0569, 13.7719, 18.8058], [8.5059, 13.4612, 18.0883], [8.3400, 15.7215, 18.9905], [8.4629, 15.9814, 17.3357], [10.7763, 16.1210, 19.2211], [10.0350, 17.4970, 18.4020], [12.1456, 16.8253, 17.0970], [10.5938, 16.6159, 16.1706], [11.2256, 15.2145, 14.6468], [12.1938, 13.7840, 14.9780], [12.8927, 15.3977, 15.1752], [10.6872, 22.3149, 9.1288], [10.9670, 21.0675, 9.9829], [12.3750, 21.1664, 10.3415], [12.8357, 20.0273, 11.2966], [12.5576, 18.5935, 10.5664], [13.1873, 17.4935, 11.3650], [14.7303, 17.7088, 11.5232], [15.0042, 19.0990, 12.2509], [14.3685, 20.1728, 11.4568], [12.0790, 20.1770, 12.5762], [10.8671, 23.2610, 9.6472], [9.6974, 22.3388, 8.7002], [11.3507, 22.3400, 8.2675], [10.7305, 20.1684, 9.4110], [10.3545, 21.1212, 10.8723], [12.6352, 22.0687, 10.8725], [12.9660, 21.0157, 9.4365], [12.8837, 18.7122, 9.5346], [11.4681, 18.4441, 10.5766], [12.9791, 16.5127, 10.9324], [12.7113, 17.4825, 12.3521], [15.1603, 17.6485, 10.5130], [15.1609, 16.8607, 12.0897], [16.0551, 19.2316, 12.4240], [14.5283, 19.0142, 13.2207], [14.6908, 20.2259, 10.4218], [14.5416, 21.1381, 11.9078], [11.0231, 19.9807, 12.4068], [12.2155, 21.2034, 12.9030], [12.4304, 19.5266, 13.3711], [21.8127, 14.5885, 17.4103], [22.5767, 15.8349, 17.3836], [21.7305, 16.8952, 16.7866], [22.6041, 18.0991, 16.5081], [23.2526, 18.6794, 17.7042], [21.6533, 19.0928, 15.8098], [22.5741, 20.0357, 15.0514], [23.5551, 19.0123, 14.3979], [23.7083, 17.7925, 15.4008], [22.3287, 13.7876, 17.9101], [21.5030, 14.2306, 16.4315], [20.8497, 14.6450, 17.9156], [23.4789, 15.6868, 16.7856], [22.8602, 16.0879, 18.3999], [20.9298, 17.2485, 17.4533], [21.3145, 16.5821, 15.8243], [22.5470, 19.1205, 18.4048], [23.9145, 19.4720, 17.3508], [23.8655, 17.9613, 18.2477], [21.0873, 19.6067, 16.5860], [21.0176, 18.5251, 15.1148], [23.1266, 20.7641, 15.6634], [22.0927, 20.5883, 14.2528], [24.5479, 19.4647, 14.2633], [23.2240, 18.6628, 13.4200], [24.6579, 17.8111, 15.9206], [23.5187, 16.8881, 14.8565], [14.7134, 22.3183, 22.5412], [15.9419, 22.3097, 21.5532], [17.0463, 21.6707, 22.2813], [18.1659, 21.2411, 21.2752], [19.3747, 20.8062, 22.1244], [18.6328, 22.3597, 20.3097], [18.2801, 21.9019, 18.9638], [18.3501, 20.3219, 19.0621], [17.6082, 20.1664, 20.4378], [15.1062, 22.6145, 23.5258], [14.2966, 21.3356, 22.6251], [13.9772, 23.0549, 22.2625], [16.3171, 23.3112, 21.3449], [15.6089, 21.8523, 20.6246], [16.7851, 20.7532, 22.8192], [17.4860, 22.3520, 23.0111], [19.8534, 21.7350, 22.4139], [20.1158, 20.2427, 21.5497], [19.0267, 20.2648, 23.0042], [19.6999, 22.3692, 20.4424], [18.1327, 23.2563, 20.6247], [18.9755, 22.2866, 18.2125], [17.2941, 22.2260, 18.6471], [19.3544, 19.8703, 19.1895], [17.8651, 19.7548, 18.2758], [17.7015, 19.1669, 20.8482], [16.5593, 20.3436, 20.3209], [17.6895, 12.0184, 15.9308], [18.1835, 13.4008, 15.6224], [17.0239, 14.3316, 15.7889], [17.2023, 15.6100, 15.0781], [17.3069, 15.4839, 13.5491], [18.4435, 16.3414, 15.5952], [18.0016, 16.9719, 16.9126], [16.5154, 17.4244, 16.6409], [16.0180, 16.5054, 15.4963], [18.2946, 11.1047, 15.8957], [16.7918, 11.8091, 15.3266], [17.3077, 11.9949, 16.9448], [18.5685, 13.5184, 14.6023], [19.0372, 13.6963, 16.2425], [16.8492, 14.6316, 16.8297], [16.0674, 13.9328, 15.4487], [16.3934, 15.0227, 13.1691], [18.1548, 14.8398, 13.3802], [17.4749, 16.4762, 13.1170], [18.6962, 17.0359, 14.8001], [19.1519, 15.5533, 15.7814], [18.6163, 17.8165, 17.2070], [17.9820, 16.2780, 17.7571], [16.5110, 18.4729, 16.3417], [15.8372, 17.3064, 17.4916], [15.6578, 17.0997, 14.6683], [15.1937, 15.8655, 15.8282], [20.6710, 18.2374, 11.3708], [20.1547, 17.8201, 12.5885], [19.1413, 18.4244, 13.0100], [20.7347, 16.7498, 13.1580], [21.2157, 17.5075, 10.9224], [14.3821, 15.9875, 20.7175], [14.3679, 17.2142, 20.0487], [13.3748, 17.2544, 19.1036], [15.1744, 18.0761, 20.2792], [15.1410, 16.0787, 21.3351]], "mulliken_charge": [-1.440, 0.665, -0.544, 0.018, 0.428, 0.287, -1.284, 0.271, 0.486, 0.372, 0.389, 0.419, 0.396, -1.453, 0.044, -1.017, 0.583, -0.793, -0.667, -1.333, 0.491, -1.162, -1.238, 0.425, 0.372, 0.364, 0.308, 0.261, 0.404, 0.442, 0.422, 0.565, 0.422, 0.291, 0.443, 0.512, 0.362, -0.337, 0.460, 0.668, 0.486, 0.432, 0.222, -1.318, -0.186, -0.504, 0.094, -1.419, 0.927, -0.250, -0.207, -1.028, -1.041, 0.173, 0.432, 0.424, 0.235, 0.384, 0.502, 0.079, 0.574, 0.427, -0.656, 0.236, -0.024, 0.479, 0.086, 0.456, 0.442, 0.370, 0.423, 0.489, 0.363, -1.138, -0.914, -0.211, 0.664, -0.704, -0.349, -1.087, -0.598, 0.047, -1.420, 0.539, -0.042, 0.556, 0.412, 0.306, -0.537, 0.684, 0.418, 0.515, 0.149, 0.476, 0.491, 0.330, 0.187, 0.581, -0.381, 0.638, 0.485, 0.609, 0.344, -1.463, 0.096, -0.901, 0.228, -0.833, -0.502, -0.058, 0.259, -1.266, -0.973, 0.383, 0.399, 0.393, 0.308, 0.222, 0.398, 0.446, 0.364, 0.501, 0.529, -0.008, 0.416, -0.317, 0.887, -0.389, 0.432, 0.548, 0.512, 0.356, 0.122, -1.457, -0.413, 0.289, 0.446, -0.905, 0.427, -0.758, -0.712, -0.384, 0.571, 0.377, 0.129, 0.340, 0.452, -0.107, -0.211, 0.188, 0.508, 0.370, -0.028, -0.351, 0.351, 0.431, 0.414, 0.267, 0.411, 0.383, -1.547, 0.190, -0.894, 0.490, -0.990, -0.496, -0.541, 0.187, -0.204, 0.404, 0.389, 0.434, 0.392, -0.013, 0.374, 0.497, 0.466, 0.284, 0.359, 0.410, 0.237, 0.424, 0.282, 0.082, -0.185, 0.312, -0.299, -1.529, 1.603, -0.826, 0.584, -0.355, 0.513, -0.307, 0.438, 0.698, 0.503, 0.356, -0.090, -0.899, 0.053, 0.201, 0.566, 0.390, -0.486, 0.429, 0.085, -0.480, 0.571, -0.088, 0.394, -0.883, -0.161, -0.462, -0.574, 0.673, -0.716, -0.595, 0.382, -0.460, 0.406, -0.413, -0.509, 0.374], "total_charge": 6, "orbital_gap_ev": 7.9, "mol_weight_da": 1149.916}

***

# 2
{"formula": "C65H54BiN7O2P2S2", "method": "the ωB97M-V functional and the def2-TZVPD basis", "symbols": ["Bi", "C", "C", "C", "C", "N", "C", "C", "C", "C", "C", "C", "N", "C", "C", "C", "C", "C", "N", "H", "H", "H", "H", "H", "H", "H", "H", "H", "H", "H", "C", "C", "C", "C", "C", "C", "C", "C", "P", "C", "C", "C", "C", "C", "C", "C", "C", "C", "C", "C", "C", "C", "O", "C", "C", "C", "C", "C", "C", "P", "C", "C", "C", "C", "C", "C", "C", "C", "C", "C", "C", "C", "H", "H", "H", "H", "H", "H", "H", "H", "H", "H", "H", "H", "H", "H", "H", "H", "H", "H", "H", "H", "H", "H", "H", "H", "H", "H", "H", "H", "H", "H", "H", "H", "S", "C", "N", "C", "C", "C", "C", "C", "C", "S", "H", "H", "H", "H", "C", "N", "C", "C", "O", "N", "C", "N", "H", "H", "H", "H", "H", "H", "H"], "coordinates": [[-0.2692, 1.0168, -0.0848], [2.0929, 5.3819, -2.8031], [3.1017, 4.5248, -2.4042], [2.8717, 3.1578, -2.4495], [1.6267, 2.7104, -2.8755], [0.6382, 3.5328, -3.2287], [0.8784, 4.8357, -3.1952], [1.3516, 1.2532, -3.1112], [2.4495, 0.5444, -3.7827], [2.5031, -0.7487, -4.1111], [1.3601, -1.7054, -4.0476], [-0.2264, -0.5321, -3.0973], [0.2000, 0.7916, -2.7430], [-1.4796, -1.1087, -2.3625], [-2.6379, -1.6283, -3.2170], [-3.8859, -1.8806, -2.4538], [-4.0395, -1.4266, -1.2117], [-2.9840, -0.6309, -0.6079], [-1.8093, -0.4631, -1.0954], [2.2389, 6.4535, -2.8191], [4.0642, 4.9078, -2.0899], [3.6465, 2.4561, -2.1761], [0.0642, 5.4762, -3.5180], [3.3234, 1.1507, -3.9807], [3.4248, -1.1098, -4.5528], [1.5867, -2.6514, -4.5323], [-2.8667, -1.0449, -4.1111], [-4.6831, -2.4201, -2.9534], [-4.9473, -1.5663, -0.6426], [-3.2072, -0.1170, 0.3231], [3.0538, -5.2836, 3.4923], [1.6422, -5.1105, 2.9083], [0.8226, -6.3908, 3.1428], [0.9440, -3.9415, 3.5900], [0.5859, -4.0093, 4.9320], [-0.1109, -2.9873, 5.5575], [-0.4941, -1.8775, 4.8281], [-0.1381, -1.7625, 3.4875], [-0.8344, -0.3399, 2.5589], [-2.5937, -0.8343, 2.6038], [-2.8142, -2.1660, 2.2283], [-4.0977, -2.6758, 2.1353], [-5.1886, -1.8650, 2.4215], [-4.9833, -0.5440, 2.7849], [-3.6962, -0.0258, 2.8681], [-0.4047, 0.9843, 3.7397], [-1.2713, 1.7176, 4.5425], [-0.7671, 2.6089, 5.4828], [0.6013, 2.7623, 5.6377], [1.4735, 2.0417, 4.8294], [0.9731, 1.1699, 3.8795], [0.6099, -2.7778, 2.9056], [0.9746, -2.5640, 1.6068], [1.4419, -3.6155, 0.8632], [1.5991, -3.3322, -0.4904], [2.0106, -4.3502, -1.3406], [2.3010, -5.6057, -0.8286], [2.1895, -5.8345, 0.5334], [1.7485, -4.8488, 1.4143], [1.3749, -1.6012, -0.9903], [3.1126, -1.0495, -1.0298], [4.1298, -1.7767, -1.6521], [5.4423, -1.3469, -1.5920], [5.7654, -0.1911, -0.8864], [4.7705, 0.5217, -0.2399], [3.4487, 0.0918, -0.3109], [0.6469, -1.7454, -2.6744], [-0.7381, -2.4729, -2.4144], [-1.7755, -2.9056, -3.5248], [-1.3922, -2.9052, -4.9644], [-0.6695, -1.9086, -5.4430], [0.0958, -0.9404, -4.5941], [3.0028, -5.4950, 4.5609], [3.6493, -4.3810, 3.3492], [3.5688, -6.1145, 3.0092], [0.7134, -6.5948, 4.2068], [1.3164, -7.2545, 2.6994], [-0.1728, -6.3017, 2.7062], [0.8521, -4.8874, 5.5058], [-0.3745, -3.0693, 6.6026], [-1.0776, -1.0965, 5.3006], [-1.9734, -2.8160, 2.0147], [-4.2457, -3.7093, 1.8508], [-6.1928, -2.2643, 2.3677], [-5.8275, 0.0956, 3.0057], [-3.5788, 1.0191, 3.1016], [-2.3399, 1.5842, 4.4795], [-1.4514, 3.1584, 6.1154], [0.9900, 3.4314, 6.3947], [2.5440, 2.1514, 4.9472], [1.6629, 0.6002, 3.2654], [2.1061, -4.1672, -2.4046], [2.6287, -6.3994, -1.4854], [2.4513, -6.8103, 0.9212], [3.8984, -2.6909, -2.1847], [6.2200, -1.9165, -2.0833], [6.7951, 0.1358, -0.8284], [5.0149, 1.4089, 0.3304], [2.6952, 0.6672, 0.2159], [-0.7412, -3.1511, -1.5631], [-2.2648, -3.8345, -3.2380], [-1.8222, -3.6502, -5.6210], [-0.4532, -1.8420, -6.5030], [0.3498, -0.0569, -5.1767], [-2.1744, 2.3662, 1.1333], [-2.9028, 2.6304, -0.4212], [-2.2191, 2.5052, -1.5119], [-3.0452, 2.6013, -2.6331], [-2.6403, 2.4965, -3.9647], [-3.5962, 2.5955, -4.9562], [-4.9434, 2.8079, -4.6447], [-5.3575, 2.9288, -3.3333], [-4.3963, 2.8187, -2.3333], [-4.6068, 2.9054, -0.6077], [-1.5927, 2.3767, -4.1903], [-3.2989, 2.5261, -5.9943], [-5.6708, 2.8878, -5.4410], [-6.3977, 3.1031, -3.0940], [1.0471, 7.2395, 2.5946], [0.8387, 5.9766, 1.9179], [1.5684, 4.7609, 2.2201], [1.0371, 3.8378, 1.1393], [1.3503, 2.6390, 1.0385], [0.1879, 4.4893, 0.3380], [0.1066, 5.7383, 0.8233], [-0.6505, 6.6571, 0.2246], [1.9252, 7.7634, 2.2128], [1.1792, 7.0546, 3.6589], [0.1743, 7.8803, 2.4851], [1.3373, 4.3732, 3.2117], [2.6495, 4.8934, 2.1283], [-1.2404, 6.3481, -0.5286], [-0.7869, 7.5770, 0.6020]], "mulliken_charge": [3.767, -0.700, -0.924, -0.193, 0.294, -0.130, -0.445, 0.373, -1.054, -1.564, 0.515, -1.039, -0.143, 0.735, 0.651, -1.532, -1.839, -0.334, 1.103, 0.480, 0.497, 0.509, 0.481, 0.722, 0.483, 0.775, 0.453, 0.528, 0.649, 0.802, -1.679, 1.360, -1.778, 0.714, -0.356, -1.554, -0.323, -0.083, 0.850, 0.778, -0.601, -0.807, -0.728, -1.071, -0.103, 1.182, 0.008, -0.778, -0.707, -0.793, -0.685, -0.908, 0.025, -1.201, -0.023, -0.148, -1.758, -0.092, 0.809, 1.652, 0.852, -0.671, -0.897, -0.780, -0.696, -0.329, -0.099, -1.088, -0.255, -1.372, -1.267, -0.338, 0.418, 0.380, 0.393, 0.420, 0.411, 0.392, 0.435, 0.456, 0.569, 0.363, 0.491, 0.451, 0.480, 0.202, 0.266, 0.505, 0.448, 0.454, 0.168, 0.553, 0.435, 0.455, 0.459, 0.477, 0.425, 0.528, 0.266, 0.560, 0.770, 0.492, 0.568, 0.730, -0.337, 0.253, -0.010, -0.683, -0.023, -0.897, -0.615, -0.672, 0.846, -0.217, 0.451, 0.463, 0.425, 0.445, -1.056, 0.081, -0.095, -0.096, -0.748, 0.286, 0.084, -0.314, 0.337, 0.326, 0.384, 0.075, 0.313, 0.214, 0.178], "de_lowest_kcal_mol": 58.3, "total_charge": 2, "orbital_gap_ev": 7.3, "mol_weight_da": 1300.256}

***

Number 1 is which compound? C65H144N8O7